(1)
The following is a quantum chemistry calculation of 13 unconnected molecules or ions with the total composition C13H52O13 at a distorted geometry, from the Open Molecules 2025 dataset.

Calculated values
Highest occupied orbital energy = -9.21 eV
LUMO = 0.251 eV
Total charge = 0
Frontier orbital gap = 9.5 eV

Structure (XYZ):
```
78
Properties=species:S:1:pos:R:3:forces:R:3:mulliken_charge:R:1
C 0.0923 0.2292 -0.2373 0.5 -1.1 0.0 0.41
O -1.1321 0.3772 0.4649 0.0 0.9 0.0 -0.15
H 0.0378 -0.5424 -1.0103 -0.1 0.0 0.1 0.21
H 0.4173 1.1274 -0.7610 -0.4 0.3 0.3 -0.23
H 0.8794 -0.0541 0.4726 0.1 0.1 -0.1 -0.23
H -1.5739 -0.4688 0.5803 -0.1 -0.3 -0.1 0.06
C 2.7183 -1.2360 -2.5955 0.8 -0.2 -0.4 -0.25
O 1.5874 -0.5441 -3.0391 -0.4 0.3 0.0 -0.42
H 2.4288 -2.2036 -2.1809 -0.2 0.1 0.0 -0.03
H 3.3996 -1.4485 -3.4323 0.0 0.0 0.0 0.34
H 3.3226 -0.7263 -1.8367 -0.3 0.2 0.1 0.11
H 1.7667 0.4142 -3.1816 0.0 -0.4 0.4 0.34
C 4.7189 -0.9161 2.6764 0.0 -0.1 0.4 -0.72
O 3.9010 -0.2539 1.7306 0.1 -0.7 -0.3 -0.40
H 4.2708 -1.8442 3.0484 -0.4 0.2 0.1 0.20
H 5.7081 -1.2469 2.3380 0.0 0.5 -0.5 0.29
H 4.8476 -0.1926 3.4806 0.1 -0.3 0.2 0.31
H 3.4722 -0.9252 1.1718 0.1 0.0 0.1 0.19
C 1.5870 2.3308 -4.7111 0.5 0.5 0.1 -0.84
O 1.7634 2.1888 -3.3115 0.2 -0.3 0.1 -0.53
H 2.1840 3.1807 -5.0576 -0.3 0.1 -0.2 0.30
H 2.0117 1.4558 -5.2024 -0.2 -0.1 0.1 0.31
H 0.5420 2.4449 -5.0007 0.0 0.0 0.0 0.30
H 1.2779 2.8889 -2.8253 -0.2 -0.2 -0.4 0.46
C -0.7497 4.9559 -3.0237 -0.2 -0.1 0.2 -0.74
O -0.1031 3.9177 -2.3174 0.1 -0.2 -0.1 -0.45
H -0.1464 5.1874 -3.8985 0.1 0.2 0.1 0.29
H -1.7441 4.6800 -3.3908 0.0 -0.2 0.1 0.30
H -0.8761 5.8254 -2.3755 0.1 0.2 -0.2 0.29
H -0.5802 3.6836 -1.4928 0.0 0.1 0.0 0.38
C 0.9454 -0.2791 3.8456 0.6 -0.3 -0.6 -0.17
O 0.9318 -1.6584 4.2184 -0.3 0.0 0.1 -0.51
H 1.6939 0.2746 4.4112 -0.3 0.2 0.2 0.39
H 1.2462 -0.1932 2.7973 -0.1 0.1 0.0 -0.03
H -0.0494 0.1450 3.9389 0.0 0.0 0.3 0.05
H 1.7751 -1.8750 4.6201 0.0 0.0 0.0 0.28
C -2.7893 3.2468 -0.0053 0.0 -0.2 0.4 -0.58
O -1.3663 3.2026 0.0183 0.2 0.3 -0.2 -0.70
H -3.1149 4.1775 -0.4663 0.2 0.0 -0.1 0.37
H -3.1932 2.3897 -0.5428 -0.1 0.1 -0.1 0.14
H -3.1726 3.2277 1.0153 -0.1 -0.1 -0.1 0.31
H -1.1012 2.3446 0.3781 -0.3 -0.1 0.0 0.24
C -2.8838 -0.3522 3.7558 0.9 0.1 0.4 -0.33
O -4.2567 -0.0680 3.5450 0.0 -0.2 0.0 -0.55
H -2.5204 0.0196 4.7213 -0.3 0.0 0.1 0.35
H -2.6425 -1.4159 3.7286 -0.2 -0.1 -0.2 0.37
H -2.2740 0.1540 3.0093 -0.3 0.0 -0.3 -0.13
H -4.7679 -0.7898 3.9208 -0.1 0.1 0.0 0.29
C 1.7243 -3.3020 1.2964 -1.0 0.6 0.4 -0.44
O 2.8394 -2.6825 0.6763 0.2 -0.4 -0.2 -0.36
H 1.9452 -3.7434 2.2691 0.2 0.0 0.0 0.32
H 1.0090 -2.4966 1.4685 0.0 0.0 0.2 0.09
H 1.1739 -4.0271 0.6928 0.5 -0.1 -0.3 0.22
H 3.5416 -3.3316 0.5606 0.0 0.0 0.0 0.20
C -0.3341 -3.9130 -1.7723 -0.2 -0.2 -1.1 -0.55
O -1.1462 -2.7501 -2.0325 0.7 -0.6 0.3 -0.65
H -0.6302 -4.4036 -0.8492 -0.2 0.2 0.0 0.29
H -0.5025 -4.5889 -2.6178 0.1 -0.3 0.3 0.40
H 0.7377 -3.7006 -1.7455 -0.1 0.3 0.2 0.08
H -0.8772 -2.4663 -2.9124 -0.2 0.5 0.1 0.31
C 3.5830 2.1890 -0.4609 0.6 -0.5 -0.8 -0.17
O 3.7161 2.3393 0.9243 -0.2 0.1 0.3 -0.58
H 3.4880 3.1240 -1.0161 -0.3 0.3 0.6 0.30
H 4.4977 1.7591 -0.9025 -0.1 -0.3 0.1 0.28
H 2.7353 1.5520 -0.7381 0.0 0.0 0.0 -0.19
H 3.7469 1.4363 1.3049 0.1 0.6 -0.2 0.49
C -4.9213 0.3019 0.1060 -0.1 -0.3 0.4 -0.55
O -5.0407 1.2412 1.1545 -0.2 0.2 0.1 -0.53
H -3.8899 -0.0508 0.0315 0.0 -0.1 -0.3 0.11
H -5.5903 -0.5522 0.2598 0.1 -0.1 0.1 0.30
H -5.2453 0.7514 -0.8307 0.2 0.3 0.0 0.35
H -4.8244 0.8116 2.0019 0.0 0.0 -0.3 0.38
C -3.6726 -3.1910 0.3131 -0.6 -0.1 0.1 -0.85
O -2.5291 -2.3767 0.3022 0.7 0.1 -0.1 -0.25
H -4.2425 -2.9700 1.2193 0.2 0.0 0.0 0.22
H -4.3496 -2.9850 -0.5253 0.2 -0.1 -0.1 0.32
H -3.4363 -4.2619 0.3332 0.1 0.1 -0.1 0.32
H -1.9955 -2.5483 -0.5019 -0.6 0.2 0.2 0.25
```
Positions in Å, forces in eV/Å.

(2)
The following is a quantum chemistry calculation of a molecular structure, C15H36FeN5O6Rb at a distorted geometry, from the Open Molecules 2025 dataset.

Calculated values
2S+1 = 5
Highest occupied orbital energy (alpha / beta) = -13.59 / -13.59 eV
LUMO (alpha / beta) = -6.188 / -6.588 eV
Total charge = +2
Frontier orbital gap (alpha / beta) = 7.4 / 7.0 eV

Structure (XYZ):
```
64
Properties=species:S:1:pos:R:3:forces:R:3:mulliken_charge:R:1
Fe 1.3440 1.4643 -0.9439 -2.6 -3.2 1.5 1.04
Rb -0.2968 3.2645 2.0257 -0.4 -0.3 0.4 0.99
O 0.0438 0.8116 0.5284 0.8 1.3 -0.4 -0.62
H -0.3348 -0.0192 0.8762 1.3 1.1 -0.9 -0.19
C -4.0462 2.5938 3.2100 1.9 -0.6 1.6 0.00
O -2.8190 2.7499 3.4636 -1.8 0.1 -1.4 -0.61
N -4.5714 1.6459 2.4151 0.7 0.2 -0.7 0.20
C -6.0263 1.5553 2.3113 -0.8 -0.7 -0.3 -0.89
C -3.6568 0.9584 1.4556 -0.5 0.6 0.0 -0.68
H -4.7930 3.1269 3.8186 0.1 0.1 -0.3 0.33
H -6.5346 2.0887 1.5081 0.7 0.6 -0.3 0.35
H -6.5316 1.8729 3.2234 0.4 -0.1 0.1 0.31
H -6.3431 0.5317 2.1111 0.3 -0.2 0.3 0.31
H -2.6127 1.1471 1.7056 -0.3 0.1 0.4 0.06
H -3.7677 -0.1215 1.3577 -0.5 0.1 0.4 0.31
H -3.8165 1.3884 0.4668 -0.1 0.0 -0.2 0.32
C 4.0094 -0.2040 0.1975 4.3 -2.6 1.1 -0.05
O 2.9129 0.2327 0.0643 -4.4 2.2 -1.1 -0.54
N 4.2939 -1.3739 0.8207 -0.6 1.3 -0.2 0.25
C 5.6566 -1.8685 0.9743 0.4 -0.2 -0.7 -0.97
C 3.2682 -2.2006 1.4436 -0.1 -0.1 0.4 -0.76
H 4.8989 0.3208 -0.1841 0.1 -0.1 0.1 0.45
H 5.9260 -2.3937 0.0580 0.2 -0.1 0.0 0.35
H 5.7290 -2.5940 1.7846 -0.2 0.2 0.1 0.34
H 6.3882 -1.0801 1.1513 -0.2 0.1 0.0 0.36
H 2.2588 -1.7894 1.4327 0.3 0.3 -0.4 -0.10
H 3.2609 -3.1833 0.9721 0.0 -0.1 0.0 0.37
H 3.5284 -2.3029 2.4971 0.0 -0.2 0.0 0.48
C -1.3749 3.1405 -1.9360 1.5 -0.6 -1.4 0.27
O -0.3589 2.3861 -1.8283 -0.2 1.6 -0.4 -0.53
N -1.6305 3.9776 -2.9792 0.5 -2.2 0.8 0.16
C -2.9674 4.5206 -3.0331 -0.8 0.7 -0.3 -0.96
C -0.7630 4.0967 -4.1728 1.3 1.7 0.2 -0.95
H -2.1473 3.0529 -1.1562 0.1 0.4 -0.3 0.19
H -3.4216 4.4391 -2.0456 -0.1 -0.1 -0.2 0.32
H -3.5845 4.0373 -3.7906 0.0 -0.4 0.1 0.37
H -2.9935 5.5741 -3.3118 0.4 0.1 0.2 0.34
H -0.4755 3.3210 -4.8824 -1.1 -0.9 0.6 0.35
H -1.0822 4.9435 -4.7804 -0.6 -0.2 0.1 0.34
H 0.2138 4.4718 -3.8673 0.1 -0.1 0.5 0.34
C 0.3140 -1.2954 3.3363 1.3 -0.4 2.1 -0.07
O 0.9901 -1.4783 4.3727 -1.3 0.5 -2.3 -0.64
N -0.5350 -2.2151 2.8253 -0.4 1.6 -2.1 0.18
C -0.4631 -3.5175 3.3685 0.6 -2.0 1.0 -0.97
C -1.1560 -1.9996 1.4616 -0.3 -0.7 1.5 -0.69
H 0.3801 -0.3723 2.7399 -0.1 0.1 0.2 0.55
H -0.3767 -3.5177 4.4551 -0.6 0.5 0.1 0.35
H 0.4898 -4.0008 3.1530 0.2 -0.1 -0.6 0.30
H -1.2428 -4.2154 3.0636 -0.2 0.5 -0.1 0.35
H -2.1801 -2.3672 1.5254 0.0 -0.2 -0.1 0.42
H -1.2741 -0.9557 1.1709 -0.1 -0.4 0.6 0.21
H -0.6690 -2.5210 0.6375 0.3 -0.1 0.2 0.28
C 1.2382 -1.7302 -2.0047 0.4 0.3 -0.8 0.22
O 0.8010 -0.5793 -1.9849 0.3 1.0 0.1 -0.55
N 2.1841 -2.1778 -2.8554 -0.7 1.6 0.3 0.10
C 2.8353 -1.3127 -3.8833 -0.7 0.4 -0.1 -0.96
C 2.8168 -3.4163 -2.6160 2.2 -1.5 -0.7 -0.94
H 0.7981 -2.4794 -1.3285 0.4 -0.1 -0.2 0.24
H 2.9018 -1.8203 -4.8456 -0.2 -0.3 0.2 0.36
H 3.8382 -0.9266 -3.7008 0.2 -0.6 0.8 0.35
H 2.2671 -0.3980 -4.0525 -0.5 -0.3 0.2 0.28
H 2.3517 -4.2194 -2.0444 -0.7 0.6 0.0 0.35
H 3.1105 -3.8360 -3.5782 -0.4 -0.3 -0.1 0.32
H 3.7970 -3.2310 -2.1767 0.1 0.0 0.5 0.32
```
Positions in Å, forces in eV/Å.